(1)
121
Properties=species:S:1:pos:R:3:forces:R:3 method="wB97M-V/def2-TZVPD" lumo_ev=0.068 homo_lumo_gap_ha=0.32146
O -0.70001 8.21781 3.38835 0.372 0.212 -0.031
C -1.61309 7.65156 3.89555 -0.329 -0.022 -0.081
O -1.46136 6.56978 4.67077 0.030 -0.154 -0.031
C -2.65374 5.81254 4.94261 0.145 -0.051 0.109
C -3.05846 4.95204 3.76233 -0.095 -0.058 -0.060
C -2.20706 3.68191 3.59251 -0.392 0.479 -0.188
C -3.00343 2.55747 2.92975 0.123 -0.010 0.281
B -2.17383 1.32421 2.46389 0.453 -0.531 0.607
O -2.77902 0.09189 2.17177 -0.690 0.867 -0.598
B -2.55501 -0.19522 0.83734 0.494 -0.727 0.270
C -3.81113 -0.47541 -0.08673 0.024 -0.399 0.309
C -3.65704 -1.42527 -1.23429 -0.039 0.201 -0.046
O -4.29164 -2.41140 -1.40672 -0.041 -0.180 0.087
Cl -2.41113 -0.96936 -2.40713 0.057 0.117 -0.096
O -1.25352 -0.12606 0.38173 -0.459 0.771 -0.355
B -0.49454 0.92470 0.89955 0.786 -0.580 0.500
C 0.60046 1.68810 0.08359 -0.457 0.244 -0.303
C -0.04185 3.05792 -0.10482 0.598 0.091 0.740
C 0.40880 4.18953 0.73911 -0.970 -1.117 -0.181
O 0.73994 4.10605 -0.63971 -0.055 0.113 -0.241
O -0.82317 1.40904 2.16657 -0.494 0.401 -0.595
H -2.66100 7.97933 3.77592 -0.035 -0.114 0.057
H -3.45819 6.47852 5.26543 0.024 0.094 -0.115
H -2.37900 5.18499 5.79072 -0.086 0.063 0.056
H -4.11410 4.68558 3.88090 0.034 -0.048 0.108
H -2.99662 5.54303 2.84341 -0.125 0.005 -0.004
H -1.83819 3.37289 4.57345 0.147 -0.126 -0.106
H -1.36739 3.94447 2.94964 0.254 -0.197 0.241
H -3.84502 2.24408 3.55524 -0.009 0.009 -0.033
H -3.46030 2.96234 2.01216 -0.016 -0.074 -0.016
H -4.60697 -0.86360 0.55108 -0.066 0.024 -0.090
H -4.14870 0.49849 -0.45927 0.140 -0.004 -0.101
H 0.80047 1.25345 -0.89657 0.035 -0.077 0.086
H 1.52045 1.84853 0.64626 0.085 -0.200 -0.040
H -1.09949 3.05423 -0.36130 0.004 0.151 -0.451
H 1.19449 3.93512 1.44029 0.077 0.474 0.078
H -0.39612 4.86821 1.00199 0.469 0.507 0.122
C -0.78773 -5.09490 -1.86683 0.049 0.214 -0.069
O 0.23822 -5.43768 -2.42909 0.017 -0.121 0.042
N -1.46540 -5.82542 -0.96708 -0.012 0.005 0.002
C -2.66262 -5.29951 -0.34928 0.043 -0.143 0.047
C -0.98376 -7.15428 -0.61653 0.003 0.070 -0.164
H -1.25351 -4.11215 -2.05517 -0.004 -0.003 -0.019
H -2.53792 -5.23566 0.73412 -0.030 0.027 0.007
H -3.52480 -5.93396 -0.56392 -0.018 0.010 0.021
H -2.86090 -4.30456 -0.73976 -0.057 -0.012 -0.001
H 0.02588 -7.09198 -0.21003 0.004 -0.036 0.014
H -0.95015 -7.77942 -1.50947 0.038 -0.033 0.019
H -1.63809 -7.60857 0.12287 0.017 0.053 -0.020
C 4.82114 -2.24488 -2.71617 -0.197 0.137 0.036
O 5.32546 -1.30023 -3.29880 0.117 -0.003 0.012
N 3.94648 -3.09438 -3.27619 0.089 -0.115 -0.009
C 3.31337 -4.17006 -2.53740 -0.110 0.063 -0.101
C 3.60443 -2.90755 -4.67511 0.014 0.048 0.039
H 5.01796 -2.45987 -1.65242 0.046 -0.041 -0.020
H 3.54724 -5.13819 -2.98343 0.008 -0.016 0.025
H 2.23100 -4.04585 -2.54865 -0.018 -0.120 0.064
H 3.66158 -4.16593 -1.50603 0.030 0.031 -0.004
H 4.49419 -2.99151 -5.30027 -0.008 0.000 -0.013
H 3.17575 -1.91718 -4.83480 -0.013 -0.001 -0.015
H 2.88131 -3.66589 -4.96478 -0.008 -0.003 0.009
C -2.12780 -7.37063 2.89830 -0.002 -0.054 0.030
O -1.84456 -8.38372 2.28167 -0.037 0.043 0.042
N -1.57178 -7.00667 4.06386 0.019 0.046 0.034
C -1.94243 -5.78852 4.76122 0.051 -0.131 0.001
C -0.55961 -7.87054 4.64722 -0.039 -0.016 -0.047
H -2.88441 -6.65172 2.53993 -0.013 -0.008 0.014
H -1.07047 -5.13695 4.86265 -0.033 0.054 -0.013
H -2.32081 -6.01138 5.75854 0.003 0.055 -0.096
H -2.70752 -5.26346 4.19092 -0.001 -0.001 -0.008
H 0.28513 -7.98241 3.96662 0.011 -0.004 0.010
H -0.96857 -8.86258 4.83869 0.011 -0.006 0.013
H -0.22197 -7.43251 5.58327 -0.013 0.001 0.010
C 2.12748 1.72138 -3.31383 0.077 0.015 -0.080
O 0.95833 2.06738 -3.26993 -0.065 -0.013 -0.024
N 3.05310 2.24345 -4.13634 -0.027 -0.055 0.090
C 4.42979 1.77437 -4.14995 -0.126 0.041 0.036
C 2.65793 3.30503 -5.04184 -0.040 -0.023 0.036
H 2.53272 0.92271 -2.66921 0.025 0.011 0.011
H 5.11599 2.58836 -3.91367 0.017 -0.006 -0.030
H 4.68822 1.38819 -5.13409 0.104 -0.014 0.022
H 4.55331 0.97652 -3.42197 0.014 -0.024 -0.024
H 2.27926 4.16437 -4.48673 0.006 0.011 0.003
H 1.86309 2.96645 -5.70922 0.003 0.005 -0.017
H 3.52532 3.60456 -5.62685 0.009 -0.001 0.008
C -2.90646 5.79666 -0.76752 0.036 -0.220 0.125
O -2.72177 6.18026 0.37659 -0.016 -0.020 -0.001
N -2.54094 6.46315 -1.87010 -0.022 0.133 -0.010
C -2.77250 5.94317 -3.20144 0.060 0.057 0.030
C -1.87852 7.74884 -1.70872 0.015 -0.067 0.051
H -3.39475 4.83023 -0.98578 -0.011 0.031 -0.045
H -1.82748 5.81198 -3.73068 -0.003 -0.043 -0.005
H -3.40500 6.62318 -3.77532 -0.017 -0.013 -0.012
H -3.26937 4.97724 -3.13437 0.012 -0.009 0.000
H -0.95898 7.63157 -1.13573 0.012 0.009 -0.007
H -2.52346 8.44446 -1.17189 0.005 0.015 -0.005
H -1.64547 8.15195 -2.69087 -0.001 -0.004 -0.011
C 6.60321 2.94914 -7.60497 0.054 -0.011 0.031
O 6.55316 2.63927 -6.43095 -0.039 0.051 -0.059
N 5.84352 2.39320 -8.57084 -0.031 0.008 -0.050
C 5.94401 2.79333 -9.95764 -0.050 -0.061 0.057
C 4.89688 1.35678 -8.19438 0.060 0.028 0.041
H 7.28975 3.72407 -7.98633 -0.005 -0.003 -0.004
H 4.98976 3.18218 -10.31917 0.012 0.021 -0.022
H 6.23376 1.94777 -10.58492 0.017 0.018 -0.022
H 6.69670 3.57310 -10.05700 0.005 0.004 -0.001
H 4.17392 1.74118 -7.47390 -0.026 -0.008 -0.012
H 5.41394 0.51484 -7.73259 -0.014 -0.010 0.004
H 4.37125 1.01635 -9.08332 0.001 -0.001 -0.007
C -2.45254 -5.05433 8.89567 -0.026 -0.051 -0.010
O -2.38137 -5.78289 7.92227 0.011 0.034 0.120
N -1.49673 -4.17960 9.25734 0.020 0.046 0.036
C -1.62521 -3.33458 10.42643 0.060 -0.020 -0.071
C -0.29853 -4.08835 8.44036 -0.057 -0.047 -0.010
H -3.32269 -5.05485 9.57192 0.002 0.004 0.001
H -1.59044 -2.28014 10.14615 -0.019 0.011 0.023
H -0.81977 -3.53249 11.13603 -0.016 0.006 0.026
H -2.57653 -3.53347 10.91576 -0.006 -0.002 0.003
H -0.55375 -3.80404 7.41902 0.017 0.013 -0.005
H 0.21247 -5.05078 8.40338 0.018 0.006 -0.003
H 0.36659 -3.34191 8.86711 0.000 0.005 0.006

=====

(2)
16
Properties=species:S:1:pos:R:3:forces:R:3 method="wB97M-V/def2-TZVPD" de_lowest_ev=4.0868 lumo_ev=0.855 homo_lumo_gap_ha=0.32571
C 3.25872 0.49311 0.09470 4.125 2.340 0.119
C 2.01963 0.82223 0.22844 -2.200 2.012 -0.739
C 0.85385 0.00577 -0.00878 -2.873 0.157 1.780
C -0.32599 0.48460 0.51606 0.636 -2.579 -2.010
N -1.78080 -1.55379 -0.34226 2.196 1.856 0.967
N -1.54095 -0.19438 0.59751 -1.643 -2.694 -2.336
P -2.97670 0.69767 0.02050 1.331 1.185 1.009
H 4.19255 1.24319 0.12708 -2.473 -1.784 0.144
H 3.46180 -0.50777 -0.07290 0.809 -1.845 -0.466
H 1.70647 1.87180 0.37878 0.502 -0.437 0.188
H 0.74715 -1.01567 -0.38580 1.045 0.301 0.139
H -0.50856 1.47237 0.79368 0.368 1.691 0.836
H -0.91954 -1.69223 -0.93688 -1.084 0.247 0.980
H -1.81686 -2.31511 0.33403 0.303 0.150 0.065
H -2.60554 0.59544 -1.31430 -0.181 0.153 -0.729
H -3.76523 -0.40721 -0.02984 -0.861 -0.753 0.052